Record 1
ORCA calculation (ωB97M-V/def2-TZVPD) on a cluster of 10 separate species, C19H56N4O10 in total.

Properties
Kohn-Sham gap ... 8.796 eV
LUMO level ... 0.22 eV
Structure (SMILES) ... CC1(C)CCCC(C)(C)N1O.CC1(C)CCCC(C)(C)N1O.NC(N)=O.O.O.O.O.O.O.O
Largest force on an atom ... 3.53 eV/Å
Energy above the lowest of the compared OMol25 structures with the same formula, charge and spin ... 0.00 kJ/mol

```
! wB97M-V def2-TZVPD RIJCOSX def2/J DEFGRID3
* xyz 0 1
C -3.130 2.226 2.965
O -4.330 2.338 2.802
N -2.262 1.844 1.941
N -2.502 2.418 4.229
H -2.627 1.949 0.974
H -1.270 1.885 1.970
H -3.148 2.954 4.768
H -1.507 2.340 4.475
O -4.331 1.924 -0.594
H -4.748 2.116 -1.456
H -5.006 2.077 0.077
O -1.767 -3.523 2.642
H -2.690 -3.268 2.787
H -1.372 -2.701 2.321
O -3.327 -0.646 -4.241
H -2.609 -1.068 -3.708
H -3.369 -1.176 -5.050
O -1.663 -4.573 -0.030
H -1.560 -4.324 0.908
H -2.618 -4.452 -0.150
O 0.013 -4.718 -2.496
H -0.208 -4.826 -1.554
H 0.751 -4.093 -2.563
O -2.175 -2.855 -2.710
H -2.632 -3.438 -3.307
H -1.385 -3.426 -2.456
O -2.104 -0.989 -0.405
H -2.420 -1.583 -1.103
H -2.418 -0.122 -0.725
C 2.181 -1.687 5.251
C 0.970 -1.554 4.409
C 0.528 -0.082 4.162
C 1.402 0.629 3.182
C 1.349 -0.109 1.839
C 1.915 -1.532 1.957
N 1.023 -2.169 3.061
O 1.457 -3.516 3.175
C 1.528 -2.262 0.698
C 3.409 -1.635 2.136
C -0.156 -2.197 5.121
H 1.918 -1.311 6.246
H 3.072 -1.237 4.838
H 2.366 -2.755 5.202
H -0.516 -0.050 3.793
H 0.581 0.376 5.139
H 2.434 0.681 3.521
H 0.972 1.619 2.963
H 1.920 0.476 1.040
H 0.314 -0.148 1.506
H 0.435 -2.244 0.582
H 2.003 -1.678 -0.088
H 2.006 -3.257 0.702
H 3.677 -1.174 3.088
H 3.626 -2.698 2.123
H 3.899 -1.135 1.299
H -0.421 -1.565 5.977
H 0.230 -3.140 5.497
H -1.060 -2.270 4.576
H 0.835 -3.989 2.649
C 2.783 0.683 -2.214
C 1.533 1.468 -2.402
C 1.509 2.702 -1.504
C 0.265 3.561 -1.746
C 0.330 4.172 -3.106
C 0.453 3.115 -4.189
N 1.492 2.162 -3.777
O 1.733 1.147 -4.832
C -0.910 2.469 -4.490
C 0.962 3.730 -5.418
C 0.301 0.486 -2.273
H 2.591 0.167 -1.272
H 3.584 1.342 -1.999
H 3.085 -0.105 -2.896
H 1.592 2.509 -0.451
H 2.258 3.360 -1.936
H 0.319 4.371 -0.989
H -0.650 2.969 -1.593
H 1.286 4.646 -3.065
H -0.569 4.787 -3.313
H -1.492 3.195 -5.092
H -0.822 1.540 -5.065
H -1.480 2.242 -3.605
H 1.885 4.257 -5.124
H 1.211 2.920 -6.172
H 0.204 4.388 -5.910
H -0.626 0.802 -2.688
H 0.178 0.125 -1.247
H 0.585 -0.489 -2.725
H 0.926 0.600 -4.860
*
```

These are the Löwdin partial charges, in e, on atoms 1 to 2:
1 C -0.6272
2 O 0.0317

Record 2
ORCA calculation (ωB97M-V/def2-TZVPD) on a cluster of 9 separate species, C19H57NO11S9 in total.

Properties
Kohn-Sham gap ... 8.784 eV
LUMO level ... 0.61 eV
Largest force on an atom ... 0.36 eV/Å

```
! wB97M-V def2-TZVPD RIJCOSX def2/J DEFGRID3
* xyz 0 1
C 1.488 1.564 -1.778
C 0.632 1.200 -0.567
N 1.326 0.969 0.722
O 2.767 1.053 0.539
S 3.609 1.420 1.865
O 2.830 1.007 3.016
O 3.491 3.053 1.901
C 3.066 3.808 0.757
H 0.811 1.903 -2.563
H 2.190 2.374 -1.562
H 2.047 0.700 -2.147
H -0.112 1.985 -0.391
H 0.083 0.286 -0.789
H 1.087 1.688 1.397
H 3.784 3.749 -0.062
H 3.017 4.846 1.085
H 2.076 3.500 0.414
C -2.032 -1.908 -4.617
S -1.089 -1.909 -3.089
O -1.261 -0.554 -2.484
C 0.531 -1.879 -3.864
H -3.089 -1.868 -4.359
H -1.764 -1.042 -5.225
H -1.833 -2.833 -5.158
H 0.606 -1.004 -4.511
H 0.677 -2.801 -4.426
H 1.268 -1.814 -3.066
C -3.047 -0.669 0.211
S -3.430 1.053 -0.106
O -2.581 1.864 0.814
C -5.080 1.041 0.606
H -2.031 -0.833 -0.146
H -3.119 -0.866 1.283
H -3.733 -1.299 -0.355
H -5.019 0.737 1.651
H -5.711 0.357 0.038
H -5.474 2.053 0.534
C -2.745 2.366 -3.757
S -1.535 2.322 -5.079
O -0.205 2.419 -4.417
C -1.890 3.953 -5.745
H -2.639 1.436 -3.199
H -2.529 3.215 -3.109
H -3.748 2.439 -4.178
H -1.752 4.696 -4.959
H -2.911 3.975 -6.127
H -1.188 4.135 -6.556
C -5.046 -5.041 -7.495
S -5.658 -4.673 -5.846
O -5.281 -3.264 -5.557
C -4.482 -5.708 -4.967
H -5.624 -4.444 -8.197
H -3.992 -4.771 -7.555
H -5.189 -6.101 -7.707
H -3.469 -5.389 -5.212
H -4.639 -6.751 -5.242
H -4.663 -5.576 -3.902
C -0.811 0.668 3.538
S -0.449 -1.038 3.940
O -1.673 -1.833 3.605
C -0.441 -0.834 5.721
H -0.906 0.746 2.458
H -1.750 0.957 4.010
H 0.015 1.291 3.883
H -1.406 -0.452 6.053
H 0.360 -0.147 5.995
H -0.256 -1.805 6.176
C 2.506 0.245 9.928
S 1.989 -0.757 8.529
O 0.593 -1.185 8.805
C 3.043 -2.165 8.898
H 1.921 1.161 9.904
H 2.308 -0.300 10.851
H 3.566 0.482 9.834
H 2.806 -2.538 9.894
H 4.088 -1.863 8.831
H 2.833 -2.930 8.153
C -1.604 -4.605 1.633
S -0.401 -4.009 0.446
O -0.960 -4.306 -0.905
C 0.841 -5.265 0.779
H -2.481 -3.970 1.552
H -1.854 -5.639 1.391
H -1.202 -4.513 2.641
H 0.409 -6.252 0.610
H 1.188 -5.163 1.807
H 1.669 -5.097 0.093
C 6.811 7.319 0.000
S 6.196 6.336 -1.373
O 4.823 5.904 -1.001
C 7.266 4.920 -1.092
H 6.226 8.235 0.029
H 6.677 6.761 0.927
H 7.862 7.556 -0.164
H 7.098 4.539 -0.084
H 8.306 5.216 -1.229
H 7.000 4.162 -1.826
*
```

These are the Löwdin partial charges, in e, on atoms 1 to 2:
1 C -0.0734
2 C -0.2335